[1]
A 2-piece molecular cluster, C23H30NOSi overall, computed with wB97M-V/def2-TZVPD.

Positions of all 56 atoms, in Å:
Si1 -1.9376 2.8652 -0.7556
O1 -1.6232 1.5967 -1.8232
N1 0.5537 -2.8518 1.0431
C1 2.7452 -1.9612 2.0723
C2 -0.3706 1.4881 -2.4114
C3 2.4938 -1.0849 4.3069
C4 0.5516 0.6449 -1.9115
C5 1.4112 2.4955 -3.9143
C6 -3.0976 -2.8072 3.0751
C7 -2.3694 2.1520 0.9204
C8 -3.3840 3.8651 -1.3993
C9 2.2117 -3.2618 -0.7527
C10 -0.0908 2.3298 -3.6273
C11 1.3843 -2.2607 2.0425
C12 0.8608 -3.3035 -0.1893
C13 -0.4467 3.9841 -0.5588
C14 1.1485 -1.3733 4.3015
C15 -1.9514 -3.4016 1.0361
C16 2.1338 1.1438 -3.8344
C17 -3.1073 -3.3450 1.7861
C18 -0.7649 -2.9142 1.5780
C19 -0.7575 -2.3740 2.8757
C20 -1.9338 -2.3209 3.6264
C21 0.5891 -1.9631 3.1666
C22 3.2884 -1.3779 3.1973
C23 1.9381 0.4876 -2.4543
H1 -4.2701 3.2413 -1.4734
H2 -0.6769 4.7658 0.1603
H3 -1.9158 -1.9062 4.6179
H4 0.5268 -1.1538 5.1506
H5 1.8489 3.1855 -3.1822
H6 1.5750 2.9656 -4.8946
H7 0.2686 0.0567 -1.0557
H8 -3.2517 1.5222 0.8489
H9 -1.5431 1.5555 1.2972
H10 -0.1830 4.4492 -1.5041
H11 4.3421 -1.1434 3.2248
H12 1.7372 0.4790 -4.6120
H13 2.2458 -3.6660 -1.7680
H14 -3.5890 4.6891 -0.7215
H15 -0.5745 3.3047 -3.4992
H16 0.0582 -3.7181 -0.7696
H17 2.9414 -0.6290 5.1760
H18 -2.5679 2.9617 1.6178
H19 3.3734 -2.1824 1.2314
H20 0.4048 3.4144 -0.1972
H21 3.2027 1.2607 -4.0639
H22 -4.0323 -3.7209 1.3755
H23 2.5783 -2.2343 -0.7877
H24 2.6479 0.9273 -1.7416
H25 2.9014 -3.8425 -0.1368
H26 -1.9656 -3.8172 0.0456
H27 -3.1570 4.2665 -2.3828
H28 2.1974 -0.5788 -2.5037
H29 -4.0141 -2.7744 3.6434
H30 -0.5845 1.8706 -4.4915

Properties
HOMO: -10.81 eV
LUMO: -5.04 eV
net charge: +1
calculated total energy: -35748.5479 eV

[2]
C23H31AsIN7NdO3 as an isolated structure, computed with wB97M-V/def2-TZVPD.

Positions of all 67 atoms, in Å:
Nd1 -13.7228 3.1034 9.9095
I1 -16.4662 1.5466 11.3312
As1 -13.0648 1.1273 14.8568
O1 -12.4399 1.1811 10.6130
O2 -17.5962 3.1553 5.1915
O3 -14.1911 5.0787 8.5178
N1 -12.0215 4.2888 11.4337
N2 -10.8972 -0.4957 10.8998
N3 -14.2663 6.4976 5.1333
N4 -15.4039 2.4832 8.3323
N5 -9.1667 -0.5661 7.5161
N6 -14.8695 4.9516 11.4932
N7 -11.8471 3.1017 8.2073
C1 -11.4875 0.4697 10.1403
C2 -13.1910 2.2843 16.4103
C3 -15.2142 -1.0587 7.3829
C4 -16.5222 3.5619 4.3390
C5 -10.7933 0.8983 8.8626
C6 -15.6454 -1.7236 8.5500
C7 -14.4307 -0.1966 15.3405
C8 -9.7670 0.1894 8.1858
C9 -14.5091 5.2034 7.2058
C10 -15.2791 4.2363 6.5664
C11 -13.6577 7.6312 7.1108
C12 -15.6057 1.0820 8.4540
C13 -15.9933 -0.9528 9.7074
C14 -11.2596 2.1027 8.3536
C15 -12.6201 4.9486 12.6209
C16 -15.9629 0.4173 9.5956
C17 -14.2555 6.4284 6.4703
C18 -11.3015 0.2392 15.1924
C19 -13.8744 5.7548 12.2397
C20 -15.0187 5.5878 4.5284
C21 -15.9397 3.2468 7.3366
C22 -15.5794 4.4359 5.1846
C23 -15.1855 0.3240 7.3349
H1 -14.9459 -1.6236 6.5033
H2 -12.8638 4.2107 13.3557
H3 -13.5767 6.5887 11.5958
H4 -12.3762 2.0518 17.0935
H5 -13.1696 3.3466 16.1044
H6 -11.0680 -0.5028 14.3951
H7 -12.9696 7.3766 7.9017
H8 -14.3017 6.2352 13.1716
H9 -14.5403 -0.8539 14.4217
H10 -18.3750 2.8473 4.7134
H11 -16.7931 4.1111 3.4279
H12 -15.1271 5.6631 3.4045
H13 -15.6451 4.6309 12.1093
H14 -15.7439 -2.8322 8.4894
H15 -14.0559 -0.7566 16.1920
H16 -17.0183 3.0905 7.1111
H17 -13.1518 8.2454 6.3649
H18 -10.3229 -1.2928 10.4718
H19 -14.7287 0.9555 6.4728
H20 -16.0797 -1.4139 10.6775
H21 -15.2631 0.4236 15.6315
H22 -11.8993 5.6970 13.0895
H23 -11.2791 -0.3050 16.1735
H24 -15.3872 5.5120 10.7982
H25 -11.5415 4.9560 10.8418
H26 -15.9297 2.7101 3.9644
H27 -14.4637 8.2124 7.6369
H28 -10.5455 1.0130 15.2624
H29 -11.4854 -0.7314 11.7247
H30 -14.1371 2.0691 16.9657
H31 -11.2503 3.6680 11.8082

Properties
⟨S²⟩: 3.75
HOMO (alpha / beta): -10.27 / -10.28 eV
LUMO (alpha / beta): -3.58 / -3.55 eV
net charge: +1
2S+1: 4
calculated total energy: -125137.9936 eV

[3]
C23H31AuN6SSe as an isolated structure, computed with wB97M-V/def2-TZVPD.

Positions of all 63 atoms, in Å:
Au1 -0.0340 0.1670 0.0499
Se1 2.0306 -1.4012 0.4044
S1 -0.7308 0.1508 2.2405
N1 3.0829 -1.3094 -2.2698
N2 -2.7895 -0.9715 0.7582
N3 -2.0329 -0.6631 -0.2891
N4 -3.0419 -0.8253 3.0072
N5 1.4561 -2.7603 -2.0552
N6 -0.2173 0.1524 -2.0691
C1 2.2066 -1.8542 -1.4075
C2 5.5271 -1.0872 -1.9659
C3 5.6432 -2.1669 -0.8935
C4 -3.6173 -1.5452 -1.9185
C5 0.6598 0.6671 -2.9329
C6 1.8364 -2.7804 -3.3887
C7 -0.6107 -0.1353 -4.7742
C8 1.9726 -3.2623 -5.6950
C9 0.4918 0.5526 -4.3027
C10 -2.3309 -0.9035 -1.5140
C11 -1.3318 -0.4728 -2.5154
C12 2.8787 -1.8665 -3.5191
C13 3.0284 -2.3370 -5.8247
C14 4.1765 -0.3790 -1.9502
C15 1.8969 -5.7331 -1.3604
C16 3.4998 -1.6254 -4.7451
C17 1.0478 -4.7284 -0.5825
C18 1.3610 -3.5012 -4.4842
C19 7.0659 -2.7064 -0.7819
C20 -1.5327 -0.6498 -3.8708
C21 0.4332 -3.6233 -1.4384
C22 1.0890 -6.6145 -2.3098
C23 -2.3069 -0.6111 1.9211
H1 -3.4346 -2.4974 -2.4210
H2 -0.2230 -2.9932 -0.8377
H3 -0.1506 -4.0503 -2.2525
H4 2.6871 -5.2093 -1.9100
H5 -3.9529 -1.2478 2.9187
H6 2.4017 -6.3697 -0.6332
H7 3.4815 -2.1896 -6.7957
H8 1.7080 -7.4172 -2.7077
H9 4.9624 -2.9946 -1.1254
H10 1.6409 -3.8058 -6.5694
H11 7.4008 -3.1250 -1.7322
H12 7.7594 -1.9125 -0.5028
H13 0.2451 -7.0734 -1.7914
H14 1.5094 1.1839 -2.5069
H15 5.7093 -1.5257 -2.9504
H16 -0.7691 -0.2559 -5.8377
H17 4.1450 0.4380 -2.6728
H18 -4.2344 -1.7226 -1.0445
H19 -2.4165 -1.1620 -4.2234
H20 5.3315 -1.7532 0.0717
H21 4.3111 -0.9172 -4.8461
H22 0.5602 -4.2213 -4.3983
H23 7.1308 -3.4894 -0.0282
H24 -4.1570 -0.8951 -2.6096
H25 6.2927 -0.3239 -1.8106
H26 1.6449 -4.2656 0.2056
H27 1.2108 0.9978 -4.9753
H28 -2.7041 -0.5889 3.9252
H29 0.2228 -5.2485 -0.0895
H30 0.6987 -6.0613 -3.1658
H31 3.9801 0.0246 -0.9591

Properties
HOMO: -14.52 eV
LUMO: -8.79 eV
net charge: +2
calculated total energy: -113154.9032 eV

[4]
C23H31Br2NO2Si2 as an isolated structure, computed with wB97M-V/def2-TZVPD.

Positions of all 61 atoms, in Å:
Br1 -2.0658 -1.6984 -4.8595
Br2 -3.3406 0.4528 -1.9155
Si1 -1.2547 -2.3525 -2.8456
Si2 -1.1114 0.4286 -2.2955
O1 -0.5257 -1.1000 -2.0092
O2 -0.4601 1.5144 -1.2351
N1 1.2733 -3.4295 -3.1879
C1 -0.6525 0.5974 2.1356
C2 0.0162 3.9412 -1.4211
C3 0.2062 -4.2934 4.6360
C4 0.3374 -5.9480 -3.9629
C5 0.7120 6.2672 -2.2060
C6 -1.5111 5.4363 -2.9033
C7 -0.0421 -4.3752 5.9998
C8 1.4530 3.3982 -1.3442
C9 1.8601 0.3458 3.2909
C10 -1.0393 2.8202 -1.5027
C11 1.6073 -0.2180 2.0469
C12 1.6837 -5.6776 -3.9266
C13 -0.5456 -4.9432 -3.6234
C14 2.0793 -4.4236 -3.5249
C15 -0.7281 -2.0704 6.0105
C16 0.8553 1.0284 3.9599
C17 -0.0256 -3.7256 -3.2533
C18 -0.0792 4.9859 -2.5551
C19 -0.4024 1.1509 3.3834
C20 -0.4850 -1.9887 4.6461
C21 -0.5055 -3.2624 6.6875
C22 -0.0135 -3.1005 3.9604
C23 0.3522 -0.0896 1.4682
H1 2.1806 4.2077 -1.4496
H2 -1.5267 2.8099 -2.4873
H3 -1.0916 -1.2026 6.5475
H4 -0.7560 0.8813 -3.6377
H5 2.4143 -6.4237 -4.2106
H6 -1.7975 6.2883 -2.2781
H7 0.4289 4.5799 -3.4415
H8 -2.2697 4.6535 -2.8420
H9 2.8411 0.2509 3.7393
H10 -1.6312 0.6994 1.6825
H11 0.1825 -3.0353 2.8974
H12 3.1498 -4.2194 -3.5011
H13 -1.7895 2.9868 -0.7260
H14 1.7897 6.1287 -2.3006
H15 0.1570 -0.5242 0.4968
H16 -1.6119 -5.1379 -3.6573
H17 0.5712 -5.1606 4.0996
H18 0.4442 6.6463 -1.2142
H19 -0.1669 4.4865 -0.4850
H20 2.3897 -0.7568 1.5272
H21 1.6454 2.9663 -0.3599
H22 -1.1878 1.6817 3.9077
H23 0.1267 -5.3062 6.5265
H24 -1.5318 5.8078 -3.9338
H25 1.0504 1.4639 4.9320
H26 0.4272 7.0507 -2.9175
H27 -0.6941 -3.3240 7.7523
H28 -2.3609 -2.8775 -2.0300
H29 1.6612 2.6893 -2.1488
H30 -0.6621 -1.0572 4.1181
H31 -0.0300 -6.9242 -4.2596

Properties
HOMO: -8.94 eV
LUMO: 0.44 eV
calculated total energy: -185785.1103 eV